Record 1
Below is a molecular structure, C6H10, with properties calculated with the ωB97M-V functional and the def2-TZVPD basis.

Last column: Löwdin charge in e.
Element x y z (Å)
C -1.216 -1.583 -0.600  -0.09
C -0.821 -0.229 -0.052  -0.21
C 0.536 1.238 -1.247  0.01
C 1.184 1.625 -0.017  -0.22
C 0.950 1.020 1.158  -0.14
C 0.084 -0.209 1.145  -0.23
H -1.738 -2.146 0.190  0.08
H -0.345 -2.173 -0.898  0.08
H -1.903 -1.517 -1.451  0.08
H -1.699 0.413 0.099  0.13
H 1.218 0.764 -1.965  0.05
H -0.487 0.684 -1.116  0.01
H 1.929 2.422 -0.081  0.10
H 1.425 1.337 2.081  0.09
H 0.706 -1.116 1.162  0.12
H -0.546 -0.239 2.044  0.12

LUMO (alpha / beta) = 0.59 / 0.59 eV
Total charge = 0
Frontier orbital gap (alpha / beta) = 0.2882 / 0.2883 Eh
Relative energy (zero: lowest compared OMol25 entry of this formula, charge and spin) = 94.2 kcal/mol

***

Record 2
Below is a single C6H10 molecule, with properties calculated with the ωB97M-V functional and the def2-TZVPD basis.

Last column: Löwdin charge in e.
Element x y z (Å)
C 2.984 0.720 -0.262  -0.11
C 1.693 0.075 -0.021  -0.07
C 0.552 -0.259 0.170  -0.04
C -0.858 -0.593 0.386  -0.45
C -1.501 -1.076 -0.919  -0.08
C -1.595 0.627 0.955  -0.08
H 3.715 0.488 0.520  0.07
H 3.408 0.410 -1.224  0.08
H 2.828 1.793 -0.281  0.07
H -0.907 -1.404 1.124  0.13
H -1.468 -0.284 -1.677  0.08
H -2.547 -1.346 -0.744  0.08
H -0.973 -1.947 -1.317  0.08
H -1.562 1.459 0.243  0.08
H -2.643 0.375 1.149  0.08
H -1.136 0.965 1.889  0.08

LUMO = 1.05 eV
Total charge = 0
Frontier orbital gap = 0.3826 Eh
Relative energy (zero: lowest compared OMol25 entry of this formula, charge and spin) = 28.0 kcal/mol

***

Record 3
Below is a single C6H10 molecule, with properties calculated with the ωB97M-V functional and the def2-TZVPD basis.

Last column: Löwdin charge in e.
Element x y z (Å)
C -1.446 0.354 0.874  -0.11
C -1.354 -0.061 -0.604  -0.26
C -0.442 0.890 -1.411  -0.21
C 0.900 0.552 -0.910  -0.07
C 1.660 -0.071 -0.209  -0.10
C 2.285 -0.950 0.778  -0.10
H -0.596 0.984 1.159  0.07
H -1.435 -0.513 1.543  0.07
H -2.360 0.920 1.076  0.07
H -2.349 -0.143 -1.052  0.10
H -0.890 -1.050 -0.680  0.10
H -0.533 0.721 -2.489  0.11
H -0.702 1.940 -1.223  0.11
H 2.138 -1.998 0.492  0.08
H 3.351 -0.770 0.919  0.07
H 1.774 -0.806 1.738  0.08

LUMO = 1.09 eV
Total charge = 0
Frontier orbital gap = 0.3827 Eh
Relative energy (zero: lowest compared OMol25 entry of this formula, charge and spin) = 39.7 kcal/mol

***

Record 4
Below is a single C6H10 molecule, with properties calculated with the ωB97M-V functional and the def2-TZVPD basis.

Last column: Löwdin charge in e.
Element x y z (Å)
C -0.140 -1.728 0.879  -0.08
C -0.516 -0.602 -0.093  -0.37
C -0.579 0.798 0.583  -0.16
C 0.000 1.774 -0.464  -0.18
C 0.970 0.863 -1.188  -0.11
C 0.559 -0.402 -1.111  -0.10
H 0.798 -1.517 1.414  0.08
H -0.012 -2.684 0.357  0.07
H -0.925 -1.853 1.630  0.08
H -1.458 -0.845 -0.588  0.13
H -1.588 1.044 0.925  0.11
H 0.083 0.817 1.462  0.11
H 0.445 2.681 -0.042  0.10
H -0.801 2.115 -1.140  0.11
H 2.030 0.738 -1.044  0.10
H 1.134 -1.198 -1.579  0.11

LUMO = 1.23 eV
Total charge = 0
Frontier orbital gap = 0.3649 Eh
Relative energy (zero: lowest compared OMol25 entry of this formula, charge and spin) = 31.8 kcal/mol